Formula: BrH2NO2S
Source: OMol25
Level of theory: ωB97M-V/def2-TZVPD

Calculated values
- relative energy (zero: lowest compared OMol25 entry of this formula, charge and spin) (kJ/mol) = 146.31
- gap between HOMO and LUMO (spin up / spin down) (hartree) = 0.269 / 0.262
- HOMO level (spin up / spin down) (eV) = -10.61 / -10.53
- maximum force (Eh/bohr) = 0.0472
- LUMO (spin up / spin down) (eV) = -3.28 / -3.40
- electronic energy (hartree) = -3178.557242

```
! RIJCOSX wB97M-V def2-TZVPD def2/J DEFGRID3
* xyz 0 1
N 1.17423 0.36945 -0.07611
O -0.27115 -1.20762 1.11736
O -0.24718 -1.40111 -1.34373
S -0.23009 -0.61971 -0.16086
Br -2.50373 1.25104 -0.26225
H 1.27733 0.31909 0.94439
H 0.80059 1.28886 -0.21880
*
```